No. 1
45
Properties=species:S:1:pos:R:3:lowdin_charge:R:1 method="wB97M-V/def2-TZVPD" gap_ev=8.77 smiles=Cc1ccc(C)c(OCCOCCN2CCOCC2)c1 lumo_ev=0.8 energy_ha=-905.1035
C -4.5839 0.3688 -2.0109 -0.053
C -3.7298 -0.0643 -0.8571 -0.283
C -4.0192 -1.2062 -0.1304 -0.055
C -3.2136 -1.5748 0.9334 -0.039
C -2.1054 -0.8310 1.2995 -0.201
C -1.2544 -1.2502 2.4597 -0.032
C -1.8036 0.3205 0.5570 -0.212
O -0.6853 1.0175 0.9407 -0.060
C -0.4448 2.2764 0.3605 -0.185
C 0.7954 2.8985 1.0139 -0.179
O 2.0030 2.2122 0.8232 -0.151
C 2.4534 2.0826 -0.5133 -0.180
C 2.1300 0.7153 -1.1333 -0.168
N 3.1663 -0.2594 -0.8336 -0.166
C 3.3441 -0.5364 0.5867 -0.147
C 2.2245 -1.4131 1.1545 -0.183
O 2.1024 -2.6303 0.4387 -0.134
C 1.8759 -2.3904 -0.9327 -0.194
C 2.9885 -1.5209 -1.5366 -0.164
C -2.6180 0.6928 -0.5029 0.017
H -4.9436 1.3859 -1.8597 0.080
H -5.4411 -0.2893 -2.1259 0.073
H -4.0094 0.3530 -2.9368 0.081
H -4.8784 -1.8074 -0.3885 0.106
H -3.4530 -2.4620 1.5017 0.114
H -0.5606 -2.0345 2.1567 0.081
H -0.6779 -0.4083 2.8327 0.077
H -1.8764 -1.6447 3.2607 0.082
H -0.2896 2.1871 -0.7238 0.121
H -1.2977 2.9483 0.5358 0.139
H 0.6562 2.9161 2.0971 0.134
H 0.8796 3.9328 0.6418 0.129
H 2.0301 2.8839 -1.1312 0.122
H 3.5411 2.2023 -0.4888 0.131
H 1.1351 0.3979 -0.7923 0.106
H 2.1030 0.8222 -2.2223 0.127
H 3.3832 0.4019 1.1364 0.112
H 4.3011 -1.0571 0.6919 0.127
H 2.4395 -1.6932 2.1868 0.129
H 1.2753 -0.8617 1.1235 0.101
H 1.8516 -3.3707 -1.4126 0.123
H 0.8960 -1.9054 -1.0703 0.120
H 2.7786 -1.3226 -2.5897 0.119
H 3.9357 -2.0643 -1.4637 0.124
H -2.4037 1.5820 -1.0765 0.110

No. 2
44
Properties=species:S:1:pos:R:3:lowdin_spin:R:1 method="wB97M-V/def2-TZVPD" charge=+1 gap_ev="5.99 / 7.04" spin_multiplicity=5 lumo_ev="-2.4 / -5.1" energy_ha=-1188.2554
C 0.8347 -2.2695 -0.0947 0.587
C -0.5576 -2.7486 -0.0470 0.089
C 1.6223 -2.4579 -1.3303 0.105
C 1.5219 -2.1228 1.2022 0.088
H 2.3048 -3.3179 -1.2409 0.031
H 2.2595 -1.5894 -1.5831 0.024
H 0.9730 -2.6361 -2.1934 0.000
H -0.5939 -3.8497 0.0192 0.033
H -1.1473 -2.4729 -0.9309 0.009
H -1.0856 -2.3553 0.8286 0.004
H 1.5539 -3.0802 1.7467 0.030
H 0.9741 -1.4240 1.8539 0.015
H 2.5501 -1.7624 1.1100 0.001
C -0.5793 1.8695 -2.2209 0.025
C 0.0725 0.7082 -2.7781 0.049
C -0.7387 -0.4257 -2.4504 0.221
H 0.9623 0.6931 -3.4072 0.002
C -1.8516 0.0138 -1.6940 0.197
C -1.7144 1.4128 -1.4760 0.157
H -2.4292 2.0603 -0.9647 0.008
H -0.3134 2.9092 -2.3796 0.005
H -0.5727 -1.4389 -2.8245 0.009
H -2.7093 -0.5936 -1.3976 0.007
C 1.2960 2.3623 0.6292 0.056
C 1.5328 2.7583 -0.7166 0.112
C 2.3387 1.7585 -1.3373 0.022
H 1.1979 3.6835 -1.1804 0.010
C 2.6196 0.7597 -0.3678 0.103
C 1.9914 1.1365 0.8509 0.102
H 1.9975 0.5642 1.7800 0.012
H 0.6987 2.9186 1.3519 0.004
H 2.7070 1.7797 -2.3621 0.000
H 3.2236 -0.1268 -0.5448 0.013
Os 0.5324 0.9536 -0.6864 1.749
C -1.9224 -0.4144 3.3753 0.005
S -2.1447 0.0651 1.6593 0.014
C -2.6929 1.7702 1.8235 0.001
O -0.6350 0.1994 1.3457 0.097
H -2.8813 -0.4554 3.8892 0.002
H -1.2428 0.2915 3.8495 0.000
H -1.4786 -1.4107 3.3527 0.000
H -2.7826 2.0227 2.8749 0.000
H -2.0102 2.4462 1.3093 0.000
H -3.6810 1.8154 1.3567 0.000

No. 3
60
Properties=species:S:1:pos:R:3:lowdin_spin:R:1 method="wB97M-V/def2-TZVPD" charge=+1 gap_ev="7.90 / 5.37" spin_multiplicity=2 lumo_ev="-3.3 / -5.9" energy_ha=-5194.6300
Pb -0.5894 -0.1776 0.7697 0.195
C -4.3914 -1.4796 -1.6666 0.003
C -3.0458 -1.2944 -1.0471 0.013
N -2.8167 -0.4947 -0.0720 0.004
N -3.8228 0.3102 0.3557 0.045
C -3.6470 0.9213 1.4994 0.024
N -4.6362 1.7407 1.8981 0.004
S -2.3008 0.7734 2.6040 0.324
C -1.8866 -2.0563 -1.5776 0.005
C -2.0521 -3.0492 -2.5286 0.005
C -0.9339 -3.7089 -3.0182 -0.002
C 0.3179 -3.3615 -2.5477 0.004
C 0.4089 -2.3679 -1.5862 0.003
N -0.6679 -1.7383 -1.1213 0.066
H -5.0806 -0.7341 -1.2877 0.001
H -4.3307 -1.4025 -2.7528 0.000
H -4.7788 -2.4723 -1.4219 0.000
H -5.4664 1.8104 1.3335 0.001
H -4.5668 2.2552 2.7557 0.002
H -3.0394 -3.3078 -2.8824 0.001
H -1.0464 -4.4848 -3.7638 0.000
H 1.2159 -3.8400 -2.9116 0.000
H 1.3624 -2.0598 -1.1819 0.000
N -0.8227 1.9191 -0.6269 0.037
C -0.3270 2.6638 -1.3661 0.009
N 0.2228 3.4890 -2.2206 0.000
C -0.4412 4.7616 -2.5604 0.000
C 0.2831 5.8993 -1.8622 0.000
O 1.6615 5.8809 -2.1797 0.000
C 2.2888 4.6888 -1.7338 0.000
C 1.6883 3.4793 -2.4220 0.001
H -1.4876 4.7103 -2.2672 0.000
H -0.3820 4.8867 -3.6418 0.000
H 0.1439 5.8154 -0.7767 0.000
H -0.1105 6.8591 -2.1911 0.000
H 2.1820 4.5896 -0.6465 0.000
H 3.3465 4.7742 -1.9727 0.000
H 2.0976 2.5529 -2.0318 0.000
H 1.8696 3.5268 -3.4962 0.000
F 1.9930 1.1703 1.3786 0.019
P 2.9091 0.3200 0.3163 0.006
F 3.6964 -0.5545 -0.7479 0.001
F 2.2432 -1.0562 0.9544 0.012
F 1.5944 0.3617 -0.7191 0.038
F 4.0925 0.2441 1.3689 0.000
F 3.4441 1.6785 -0.3081 0.001
C 2.5760 -3.9309 2.2718 -0.001
As 1.2775 -2.9005 3.2389 0.013
C 2.0987 -1.2877 3.8913 0.002
C 0.8242 -3.9491 4.7826 0.007
S -0.5512 -2.6094 2.1802 0.157
H 3.4286 -4.1254 2.9212 0.000
H 2.8919 -3.3689 1.3985 0.000
H 2.1124 -4.8677 1.9757 0.000
H 2.4461 -1.4730 4.9063 0.000
H 1.3665 -0.4868 3.8935 0.000
H 2.9294 -1.0174 3.2469 0.000
H 1.7264 -4.1542 5.3580 0.001
H 0.3693 -4.8804 4.4545 0.000
H 0.1130 -3.3905 5.3846 0.000

No. 4
59
Properties=species:S:1:pos:R:3:lowdin_charge:R:1 method="wB97M-V/def2-TZVPD" charge=+1 gap_ev=6.10 lumo_ev=-5.2 energy_ha=-34589.7968
C 0.8312 -0.8212 0.7367 -0.039
C 1.1760 0.2420 -0.5077 -0.289
O 2.1574 1.1188 -0.2723 -0.010
O 0.4150 0.1029 -1.7585 -0.145
C -0.5646 1.1835 -1.9461 -0.176
C -1.5592 1.4334 -0.6452 -0.081
C -3.1268 1.6675 -1.0542 -0.272
C -4.2309 0.4753 -0.8926 -0.254
C -3.7974 -1.0424 -0.4758 -0.214
C -3.7159 -2.1077 -1.7462 -0.677
C -3.7605 -3.6209 -1.0347 -0.162
Br -1.9914 -2.0317 -2.7593 0.669
C -5.0600 0.9679 0.4737 -0.197
C -4.3751 2.4343 0.8433 -0.227
N -3.8814 2.8656 -0.5199 -0.627
C -3.2707 4.2470 -0.5784 -0.162
I -5.7066 3.2132 -1.5053 1.242
H 0.6121 -0.1561 1.7017 0.107
H -0.1798 -1.4204 0.5391 0.084
H 1.7493 -1.5268 0.9364 0.061
H -0.0411 2.2220 -2.2125 0.156
H -1.2439 0.9002 -2.8721 0.110
H -1.1343 2.4178 -0.1198 0.131
H -1.5044 0.5948 0.1684 0.106
H -3.0818 1.9021 -2.2236 0.157
H -4.8825 0.2798 -1.8718 0.139
H -2.8143 -1.1423 0.1477 0.112
H -4.6728 -1.4634 0.2189 0.134
H -4.5897 -1.9530 -2.5137 0.104
H -3.1839 -3.5246 -0.0028 0.093
H -4.8806 -3.9344 -0.8852 0.095
H -3.1326 -4.3429 -1.7083 0.068
H -6.2320 0.8954 0.4475 0.116
H -4.7860 0.3517 1.4494 0.130
H -3.3981 2.0824 1.4223 0.160
H -4.9963 3.2039 1.4734 0.151
H -2.1765 4.3299 -0.1739 0.121
H -3.9340 4.9345 0.1374 0.120
H -3.3949 4.7358 -1.6585 0.100
C 3.4981 -4.6008 0.0833 -1.587
Br 2.6036 -3.3764 -1.1353 0.586
Br 5.1528 -3.8503 0.7782 0.577
Br 2.3166 -5.1935 1.5105 0.568
H 3.7688 -5.4888 -0.4973 -0.020
C 4.3283 4.0402 0.3713 -1.597
Br 3.0172 4.3873 1.7659 0.532
Br 4.4605 5.5215 -0.8827 0.546
Br 6.0624 3.5610 1.1111 0.541
H 3.9714 3.1733 -0.1944 -0.044
C 2.5559 -8.8691 3.4293 -1.617
Br 3.2006 -10.1075 2.0748 0.552
Br 0.7976 -9.3723 4.0921 0.549
Br 3.8380 -8.6461 4.8752 0.555
H 2.4476 -7.8932 2.9447 -0.086
C 10.0523 5.5036 0.2455 -1.598
Br 11.8064 5.6026 -0.5898 0.561
Br 8.6260 5.4143 -1.0743 0.528
Br 9.9431 4.0461 1.5292 0.540
H 9.9119 6.4341 0.8055 -0.021